ORCA calculation (ωB97M-V with the def2-TZVPD basis set) on a structure of composition C47H42AsN4PRuS.

## Properties
molar mass: 901.91 g/mol
orbital gap (spin up / spin down): 0.261 / 0.211 Ha
highest occupied orbital energy (spin up / spin down): -12.846 / -13.156 eV
multiplicity: 5
total charge: +2

```
97
Properties=species:S:1:pos:R:3:lowdin_spin:R:1
Ru -0.420 -0.851 0.349 2.1953
C 0.423 -4.584 -1.655 0.0673
C 0.328 -3.478 -0.678 0.4606
N -0.908 -2.733 -0.514 0.0313
N -1.590 -3.406 0.608 0.0978
C -2.434 -2.622 1.231 0.0512
N -3.140 -3.146 2.242 0.0037
S -2.727 -0.921 0.834 0.3545
C 1.258 -3.283 0.386 0.0379
C 2.308 -4.169 0.643 0.0922
C 3.136 -3.941 1.725 0.0107
C 2.902 -2.845 2.544 0.0955
C 1.853 -1.999 2.230 0.0303
N 1.060 -2.194 1.178 0.1594
H -0.082 -4.358 -2.591 0.0064
H -0.034 -5.494 -1.249 0.0277
H 1.463 -4.802 -1.891 0.0038
H -3.019 -4.114 2.484 0.0006
H -3.732 -2.559 2.807 0.0027
H 2.454 -5.035 0.018 0.0055
H 3.946 -4.624 1.939 -0.0014
H 3.510 -2.643 3.411 0.0050
H 1.636 -1.137 2.847 0.0010
C -2.727 1.528 -1.616 0.0070
C -1.557 2.275 -2.187 0.0049
C -1.768 3.568 -2.653 -0.0007
C -0.727 4.358 -3.115 0.0046
C 0.566 3.857 -3.130 0.0002
C 0.798 2.561 -2.700 0.0057
C -0.250 1.766 -2.230 0.0118
P 0.051 0.034 -1.793 0.0788
C 1.860 -0.246 -1.797 0.0305
C 2.512 0.584 -0.875 0.0228
C 3.874 0.523 -0.659 0.0001
C 4.619 -0.414 -1.356 0.0161
C 3.987 -1.253 -2.256 0.0021
C 2.615 -1.195 -2.517 0.0145
C 2.127 -2.144 -3.582 0.0039
C -0.733 -0.903 -3.127 0.0093
C -0.601 -0.347 -4.403 0.0026
C -1.061 -1.004 -5.529 0.0019
C -1.666 -2.243 -5.390 0.0011
C -1.827 -2.791 -4.129 0.0010
C -1.384 -2.135 -2.979 0.0023
C -1.818 -2.793 -1.688 0.0072
H -3.657 1.938 -2.004 0.0005
H -2.752 1.639 -0.527 0.0012
H -2.720 0.463 -1.851 0.0022
H -2.775 3.963 -2.642 -0.0001
H -0.924 5.360 -3.464 0.0003
H 1.384 4.456 -3.501 0.0000
H 1.800 2.161 -2.759 0.0004
H 1.935 1.327 -0.325 0.0017
H 4.345 1.204 0.035 -0.0003
H 5.686 -0.491 -1.204 0.0009
H 4.574 -1.978 -2.801 0.0000
H 2.903 -2.879 -3.784 0.0001
H 1.936 -1.614 -4.515 0.0007
H 1.217 -2.677 -3.327 0.0020
H -0.112 0.611 -4.521 0.0002
H -0.939 -0.558 -6.505 0.0001
H -2.023 -2.779 -6.257 0.0000
H -2.326 -3.745 -4.028 0.0000
H -2.035 -3.849 -1.862 -0.0007
H -2.749 -2.323 -1.348 0.0030
C 3.661 3.161 3.666 -0.0002
C 2.395 3.669 3.925 0.0001
C 1.276 3.077 3.361 -0.0002
C 1.433 1.961 2.541 0.0025
C 2.701 1.461 2.268 0.0001
C 3.817 2.062 2.838 0.0002
As -0.173 1.126 1.880 0.0080
C -1.395 2.555 1.559 0.0047
C -1.295 3.543 0.594 0.0001
C -2.280 4.521 0.547 0.0002
C -3.340 4.486 1.448 0.0000
C -3.423 3.497 2.417 0.0000
C -2.436 2.521 2.492 0.0008
C -2.339 1.454 3.520 0.0012
C -3.255 1.227 4.538 0.0013
C -3.040 0.191 5.437 -0.0009
C -1.915 -0.620 5.333 0.0004
C -0.990 -0.401 4.319 -0.0005
C -1.209 0.636 3.431 0.0034
H 4.529 3.631 4.107 0.0000
H 2.278 4.529 4.568 0.0000
H 0.291 3.482 3.569 0.0000
H 2.833 0.618 1.602 -0.0001
H 4.805 1.675 2.631 0.0000
H -0.465 3.570 -0.103 0.0001
H -2.219 5.313 -0.185 0.0000
H -4.101 5.251 1.405 0.0000
H -4.240 3.510 3.125 0.0000
H -4.133 1.849 4.640 0.0000
H -3.752 0.023 6.231 -0.0001
H -1.752 -1.411 6.050 0.0000
H -0.117 -1.042 4.244 -0.0003
```


ORCA calculation (ωB97M-V with the def2-TZVPD basis set) on a structure of composition C8H13N2 at a distorted geometry.

## Properties
molar mass: 137.21 g/mol
ΔE to the lowest compared entry with this formula, charge and spin: 482.8 kJ/mol
orbital gap: 0.301 Ha
highest occupied orbital energy: -13.617 eV
total charge: +1

```
23
Properties=species:S:1:pos:R:3:mulliken_charge:R:1
C 1.341 -1.597 1.911 -0.3462
C 0.393 -0.503 1.587 0.8238
C 0.479 -0.304 0.254 -0.0919
C 1.892 -1.649 -0.210 0.1708
C -0.390 0.270 2.574 -1.4506
C -0.450 -0.079 -1.949 -1.4644
C -0.999 1.512 -0.311 -1.9032
C 0.126 0.609 -0.792 1.0707
N 1.951 -2.238 0.964 -0.5848
N 2.516 -2.033 -1.220 -0.2206
H 1.756 -1.811 2.923 0.4041
H -0.136 1.255 2.284 0.3925
H -0.076 -0.047 3.526 0.4130
H -1.469 0.011 2.338 0.3029
H -1.401 -0.492 -1.768 0.4356
H 0.195 -0.728 -2.396 0.3481
H -0.852 0.655 -2.664 0.3932
H -1.396 2.109 -1.117 0.4344
H -0.846 2.073 0.559 0.4747
H -1.876 1.059 0.059 0.5353
H 1.170 1.016 -1.043 0.2505
H 2.457 -1.678 -2.237 0.2923
H 3.164 -2.825 -1.251 0.3200
```


ORCA calculation (ωB97M-V with the def2-TZVPD basis set) on a cluster of 2 separate species, C7H14O2 in total at a distorted geometry.

## Properties
molar mass: 130.19 g/mol
ΔE to the lowest compared entry with this formula, charge and spin: 275.8 kJ/mol
orbital gap: 0.370 Ha
highest occupied orbital energy: -9.313 eV

```
23
Properties=species:S:1:pos:R:3:mulliken_charge:R:1
C -0.228 0.739 -1.586 0.3655
C -1.704 0.736 -1.928 -1.3405
O 0.612 0.145 -2.549 -0.5295
H 0.132 0.067 -3.383 0.3060
H 0.108 1.774 -1.430 0.1892
H 0.275 0.390 -0.483 -0.2049
H -2.032 -0.266 -2.209 0.3529
H -1.904 1.409 -2.763 0.4301
H -2.286 1.066 -1.070 0.3916
C -0.723 -1.764 0.650 -1.3844
C 2.006 -0.702 1.323 -1.2094
C -0.658 -0.265 0.810 1.0156
C 0.837 0.236 1.332 0.6413
C 0.836 1.408 1.961 -1.1107
O -1.625 0.396 1.142 -0.5876
H 0.027 -2.111 -0.057 0.3045
H -0.549 -2.243 1.613 0.3754
H -1.722 -2.043 0.317 0.4043
H 2.224 -1.036 0.309 0.2900
H 1.810 -1.584 1.934 0.2596
H 2.891 -0.207 1.723 0.4247
H -0.063 2.007 1.983 0.2887
H 1.739 1.850 2.359 0.3277
```


ORCA calculation (ωB97M-V with the def2-TZVPD basis set) on the ion C3H9N4O2 with charge -1 at a distorted geometry.

## Properties
molar mass: 133.13 g/mol
ΔE to the lowest compared entry with this formula, charge and spin: 5.9 kJ/mol
orbital gap: 0.278 Ha
highest occupied orbital energy: -3.765 eV
total charge: -1

```
18
Properties=species:S:1:pos:R:3:mulliken_charge:R:1
C 1.527 1.141 0.192 -1.4576
C 0.278 0.491 0.786 -0.0604
C -1.653 -0.867 -0.084 -0.1678
N -2.677 -0.240 -0.751 -0.8705
N -1.625 -2.359 -0.904 -0.8136
N -0.304 -0.291 -0.262 -0.3653
N -3.364 0.639 0.011 1.0738
O -2.815 1.168 0.968 -0.6714
O -4.500 0.918 -0.393 -0.7427
H 1.348 1.947 -0.459 0.3637
H 2.265 1.361 0.974 0.3536
H 1.946 0.368 -0.388 0.4360
H 0.604 -0.151 1.540 0.2750
H -0.354 1.357 1.217 0.1710
H -1.823 -1.089 0.951 0.5995
H -1.055 -2.142 -1.730 0.2543
H -2.622 -2.449 -1.009 0.3193
H -0.328 0.239 -1.205 0.3031
```